(1)
ORCA calculation (wB97M-V/def2-TZVPD) on a cluster of 4 separate species, C3H12O4 in total.

As for the energy relative to the best compared isomer or geometry (same formula, charge and spin): 0.9684 eV. For the HOMO-LUMO gap, the calculation gives 10.46 eV. Its HOMO energy is -9.83 eV. The value obtained for the lowest unoccupied orbital energy is 0.64 eV. As for the SMILES: C=CCO.O.O.O.

Geometry as ORCA input:
```
! RIJCOSX wB97M-V def2-TZVPD def2/J DEFGRID3
* xyz 0 1
C 1.888 0.846 -0.215
O 0.591 0.388 0.180
C 2.935 -0.247 -0.181
C 2.842 -1.368 0.506
H 1.881 1.418 -1.128
H 2.193 1.440 0.646
H 0.180 0.069 -0.639
H 3.881 0.132 -0.564
H 3.592 -2.132 0.505
H 1.905 -1.697 0.946
H -1.505 0.747 2.645
H -0.831 0.311 1.416
O -1.555 0.841 1.684
H -2.758 0.366 0.539
H -4.221 -0.068 0.610
O -3.509 0.062 -0.014
H -1.467 -1.518 -2.186
H -2.026 -0.302 -1.535
O -1.299 -0.571 -2.114
*
```

These are the Mulliken partial charges, in e, on atoms 1 to 5:
1. C -0.4759
2. O -0.4763
3. C -0.1887
4. C -0.6079
5. H 0.3701


(2)
ORCA calculation (wB97M-V/def2-TZVPD) on a cluster of 4 separate species, C3H12O4 in total.

As for the energy relative to the best compared isomer or geometry (same formula, charge and spin): 2.0580 eV. For the HOMO-LUMO gap (spin up / spin down), the calculation gives 9.63 / 5.55 eV. Its HOMO energy (spin up / spin down) is -14.37 / -14.36 eV. The value obtained for the lowest unoccupied orbital energy (spin up / spin down) is -4.74 / -8.82 eV.

Geometry as ORCA input:
```
! RIJCOSX wB97M-V def2-TZVPD def2/J DEFGRID3
* xyz 1 2
C -2.008 -0.095 2.826
C -0.990 -0.586 1.715
C -1.245 -0.303 0.474
O -0.739 -1.055 -0.736
H -2.364 -0.989 3.374
H -2.765 0.578 2.340
H -1.523 0.691 3.455
H -0.110 -1.200 1.969
H -1.750 0.585 -0.050
H -0.977 -0.566 -1.560
H 0.267 1.333 -1.703
H 0.472 1.257 -3.341
O -0.081 0.960 -2.603
H 2.403 -1.807 -0.140
H 1.170 -1.027 -0.545
O 1.984 -0.984 -0.039
H 2.685 0.457 -1.304
H 3.007 1.784 -2.069
O 2.565 0.967 -2.062
*
```

These are the Mulliken partial charges, in e, on atoms 1 to 5:
1. C -0.9805
2. C 0.0944
3. C 0.0780
4. O -0.4379
5. H 0.3477


(3)
ORCA calculation (wB97M-V/def2-TZVPD) on a cluster of 3 separate species, C3H12O4 in total.

As for the energy relative to the best compared isomer or geometry (same formula, charge and spin): 3.2133 eV. For the HOMO-LUMO gap (spin up / spin down), the calculation gives 11.95 / 4.35 eV. Its HOMO energy (spin up / spin down) is -15.28 / -14.81 eV. The value obtained for the lowest unoccupied orbital energy (spin up / spin down) is -3.32 / -10.47 eV.

Geometry as ORCA input:
```
! RIJCOSX wB97M-V def2-TZVPD def2/J DEFGRID3
* xyz 1 2
C 1.108 -0.408 1.229
O 1.354 -1.033 2.423
C -0.177 -0.893 0.342
C -0.223 -0.100 -0.883
O -1.543 -0.317 -1.572
H 1.882 -0.545 0.564
H 0.796 0.546 1.470
H 0.767 -1.763 2.579
H -1.168 -0.700 0.760
H 0.019 -1.931 0.139
H 0.651 -0.392 -1.568
H -0.160 0.915 -0.731
H -1.562 -1.112 -2.084
H 2.964 2.165 -0.683
H 2.233 1.602 -1.961
O 2.324 1.470 -1.020
H -2.963 1.277 0.970
H -2.855 0.548 -0.378
O -3.447 0.671 0.404
*
```

These are the Mulliken partial charges, in e, on atoms 1 to 5:
1. C -0.4208
2. O -0.4183
3. C -0.4022
4. C -0.6821
5. O -0.3669


(4)
ORCA calculation (wB97M-V/def2-TZVPD) on a cluster of 2 separate species, C3H12OSi2 in total.

As for the energy relative to the best compared isomer or geometry (same formula, charge and spin): 6.2917 eV. For the HOMO-LUMO gap (spin up / spin down), the calculation gives 8.27 / 8.19 eV. Its HOMO energy (spin up / spin down) is -8.00 / -7.71 eV. The value obtained for the lowest unoccupied orbital energy (spin up / spin down) is 0.28 / 0.48 eV.

Geometry as ORCA input:
```
! RIJCOSX wB97M-V def2-TZVPD def2/J DEFGRID3
* xyz 0 1
C 1.620 -1.253 -0.368
C 2.045 -0.156 0.438
C -0.610 0.658 0.916
O -1.210 -0.550 0.795
Si -0.390 2.095 -0.212
Si -2.301 -1.127 -0.242
H 0.798 -1.935 -0.033
H 1.317 -0.839 -1.281
H 2.410 -2.162 -0.497
H 2.485 -0.094 1.418
H 2.537 0.664 -0.092
H -0.196 0.902 1.955
H 0.673 2.839 0.274
H -1.544 3.020 -0.306
H -0.185 1.970 -1.631
H -1.799 -1.857 -1.504
H -2.545 -2.181 0.828
H -3.104 0.005 -0.459
*
```

These are the Mulliken partial charges, in e, on atoms 1 to 5:
1. C -0.4794
2. C -0.8283
3. C -0.1575
4. O -0.1946
5. Si 0.4972


(5)
ORCA calculation (wB97M-V/def2-TZVPD) on a structure of composition C3H13BeO4.

As for the energy relative to the best compared isomer or geometry (same formula, charge and spin): 0.6015 eV. For the HOMO-LUMO gap, the calculation gives 8.68 eV. Its HOMO energy is -12.59 eV. The value obtained for the lowest unoccupied orbital energy is -3.90 eV.

Geometry as ORCA input:
```
! RIJCOSX wB97M-V def2-TZVPD def2/J DEFGRID3
* xyz 1 1
Be -0.468 -0.184 -1.196
C 1.797 1.203 1.374
C 1.093 -0.154 1.127
C -0.163 -0.396 1.868
O 0.715 -0.064 -0.238
H 2.923 1.126 1.170
H 1.746 1.511 2.393
H 1.409 2.075 0.774
H 1.715 -1.065 1.126
H -1.100 0.062 1.555
H -0.213 -0.338 2.993
H -0.419 -1.470 1.552
O -1.544 -1.279 -0.751
H -1.058 -2.110 -0.741
H -2.330 -1.439 -0.147
O 0.075 -0.383 -2.696
H 0.959 -0.770 -2.744
H -0.332 -0.749 -3.442
O -1.421 1.171 -1.150
H -2.385 1.243 -1.481
H -1.002 2.017 -1.343
*
```

These are the Mulliken partial charges, in e, on atoms 1 to 5:
1. Be -0.2506
2. C -1.2223
3. C 0.5359
4. C -0.9682
5. O -0.3258


(6)
ORCA calculation (wB97M-V/def2-TZVPD) on a cluster of 2 separate species, C3H13N2 in total.

As for the energy relative to the best compared isomer or geometry (same formula, charge and spin): 0.9533 eV. For the HOMO-LUMO gap, the calculation gives 11.78 eV. Its HOMO energy is -14.86 eV. The value obtained for the lowest unoccupied orbital energy is -3.08 eV.

Geometry as ORCA input:
```
! RIJCOSX wB97M-V def2-TZVPD def2/J DEFGRID3
* xyz 1 1
C 2.410 -0.910 -0.291
N 1.601 0.301 0.003
H 1.883 -1.537 -1.006
H 3.375 -0.656 -0.733
H 2.657 -1.476 0.603
H 0.200 -0.312 -0.224
H 1.721 1.005 -0.723
H 1.968 0.738 0.841
C -1.809 1.375 0.544
C -1.780 -0.136 0.497
N -0.844 -0.604 -0.619
H -2.373 1.855 -0.250
H -2.134 1.669 1.533
H -0.784 1.753 0.449
H -1.422 -0.621 1.398
H -2.757 -0.509 0.191
H -0.716 -1.620 -0.687
H -1.197 -0.315 -1.524
*
```

These are the Mulliken partial charges, in e, on atoms 1 to 5:
1. C -0.8600
2. N -0.6755
3. H 0.2953
4. H 0.3486
5. H 0.3061